No. 1
106
Properties=species:S:1:pos:R:3 method="wB97M-V/def2-TZVPD" homo_lumo_gap_ev=4.700 multiplicity=1 energy_ev=-97570.5433 homo_ev=-5.4855
Rb 1.594 0.214 -0.760
C 1.509 -3.811 0.732
C 2.404 -3.015 1.714
N 3.009 -1.851 1.084
C 4.263 -2.070 0.372
C 4.100 -2.869 -0.930
N 3.004 -2.396 -1.780
C 2.044 -3.397 -2.248
C 0.667 -3.306 -1.554
N 0.792 -2.911 -0.158
H 0.836 -4.451 1.312
H 2.127 -4.485 0.137
H 3.154 -3.692 2.146
H 1.777 -2.661 2.536
H 3.169 -1.130 1.776
H 5.006 -2.599 0.990
H 4.665 -1.088 0.124
H 3.931 -3.917 -0.687
H 5.061 -2.828 -1.452
H 3.354 -1.843 -2.546
H 2.454 -4.400 -2.099
H 1.877 -3.290 -3.322
H 0.161 -4.272 -1.693
H 0.059 -2.540 -2.045
H -0.125 -2.708 0.215
C 0.786 3.353 0.804
C -0.425 3.657 1.352
C -1.387 4.539 0.709
C -2.627 4.797 1.263
C -3.054 4.162 2.431
C -2.113 3.331 3.116
C -0.874 3.097 2.618
C -4.381 4.331 2.921
N -5.469 4.451 3.298
H 1.539 2.809 1.368
H 1.105 3.802 -0.131
H -1.043 5.136 -0.133
H -3.300 5.491 0.769
H -2.420 2.885 4.057
H -0.174 2.478 3.169
C -5.435 -2.158 1.082
Si -5.275 -0.294 1.036
C -6.604 0.518 2.065
C -5.471 0.258 -0.756
C -3.607 0.221 1.746
Te -1.880 -0.823 0.993
C -0.899 -0.900 2.908
Si -1.504 -2.229 4.089
C -1.394 -3.908 3.264
C -0.392 -2.183 5.599
C -3.276 -1.946 4.626
H -6.379 -2.479 0.631
H -5.412 -2.531 2.112
H -4.616 -2.636 0.535
H -7.593 0.380 1.615
H -6.426 1.594 2.171
H -6.631 0.089 3.073
H -6.403 -0.157 -1.151
H -4.668 -0.107 -1.410
H -5.559 1.349 -0.843
H -3.630 -0.003 2.816
H -3.425 1.297 1.662
H -0.992 0.107 3.329
H 0.160 -1.060 2.681
H -0.354 -4.234 3.152
H -1.852 -3.879 2.271
H -1.918 -4.666 3.855
H 0.658 -2.329 5.324
H -0.666 -2.966 6.314
H -0.474 -1.218 6.111
H -3.977 -2.110 3.801
H -3.431 -0.931 5.010
H -3.535 -2.646 5.427
N -2.366 2.151 -1.022
C -2.188 2.334 -2.493
P -1.084 0.964 -3.095
O -1.772 0.131 -4.120
O -0.624 0.324 -1.802
C 0.264 1.837 -3.985
N 0.804 0.897 -5.014
H -3.308 1.873 -0.777
H -2.125 2.995 -0.477
H -1.717 1.389 -0.731
H -1.771 3.322 -2.681
H -3.141 2.252 -3.008
H 1.040 2.179 -3.305
H -0.191 2.710 -4.456
H 0.972 1.398 -5.879
H 0.060 0.225 -5.219
H 2.320 0.423 -4.808
O 4.169 1.213 -0.466
S 3.989 1.993 -1.661
O 3.385 3.280 -1.523
N 3.126 1.116 -2.757
C 3.855 0.818 -3.781
O 3.357 0.240 -4.828
C 5.266 1.258 -3.747
C 6.263 1.069 -4.681
C 7.490 1.684 -4.458
C 7.693 2.493 -3.345
C 6.686 2.679 -2.403
C 5.491 2.031 -2.620
H 6.083 0.465 -5.562
H 8.299 1.535 -5.162
H 8.646 2.991 -3.209
H 6.832 3.309 -1.533

---

No. 2
132
Properties=species:S:1:pos:R:3 method="wB97M-V/def2-TZVPD" homo_lumo_gap_ev=8.041 multiplicity=1 smiles="COCCCCCCCCCCCOC(N)=O.CCN(CC)CC.CCN(CC)CC.CCN(CC)CC.CCN(CC)CC" energy_ev=-53368.8367 homo_ev=-7.7860
C 1.145 0.711 5.013
O 2.206 -0.080 5.588
C 2.158 -1.457 5.126
C 0.843 -2.251 5.684
C -0.268 -2.477 4.517
C -1.572 -1.598 4.894
C -2.863 -1.938 3.992
C -2.920 -1.159 2.594
C -1.574 -1.221 1.729
C -1.182 -2.679 1.203
C 0.255 -2.715 0.443
C 0.195 -1.944 -0.990
C 1.685 -1.687 -1.503
O 1.799 -0.882 -2.707
C 1.126 0.355 -2.616
N 0.929 1.153 -1.414
O 0.692 0.840 -3.697
H 0.272 0.823 5.752
H 0.734 0.265 4.033
H 1.507 1.764 4.771
H 2.255 -1.527 3.985
H 3.108 -1.955 5.549
H 1.181 -3.258 6.121
H 0.404 -1.598 6.514
H 0.233 -2.154 3.546
H -0.542 -3.580 4.455
H -1.845 -1.914 5.972
H -1.348 -0.474 4.960
H -3.029 -3.076 3.898
H -3.771 -1.566 4.604
H -3.755 -1.657 1.976
H -3.217 -0.059 2.698
H -1.756 -0.567 0.795
H -0.709 -0.706 2.290
H -1.941 -3.009 0.399
H -1.165 -3.484 2.021
H 1.072 -2.218 1.089
H 0.521 -3.805 0.179
H -0.429 -1.009 -0.823
H -0.315 -2.652 -1.721
H 2.165 -2.709 -1.737
H 2.363 -1.214 -0.700
H -0.074 1.260 -1.223
H 1.460 0.816 -0.603
C -3.556 -1.516 -8.433
C -2.593 -1.882 -7.312
N -1.197 -1.940 -7.728
C -0.322 -2.551 -6.731
C -0.154 -1.828 -5.396
C -0.666 -0.741 -8.371
C -0.718 0.568 -7.584
H -3.456 -2.200 -9.280
H -4.587 -1.579 -8.072
H -3.400 -0.494 -8.789
H -2.890 -2.871 -6.946
H -2.739 -1.183 -6.479
H 0.670 -2.712 -7.170
H -0.700 -3.559 -6.523
H 0.489 -0.953 -5.488
H 0.323 -2.495 -4.672
H -1.110 -1.515 -4.967
H -1.203 -0.592 -9.314
H 0.368 -0.925 -8.682
H -1.675 0.718 -7.079
H -0.577 1.412 -8.267
H 0.079 0.626 -6.842
C 3.048 4.325 3.451
C 3.351 3.716 2.087
N 3.454 4.696 1.013
C 3.469 4.093 -0.318
C 4.655 3.202 -0.679
C 4.411 5.779 1.218
C 5.873 5.399 1.453
H 2.138 4.930 3.421
H 2.897 3.530 4.186
H 3.870 4.948 3.813
H 2.530 3.028 1.856
H 4.259 3.105 2.168
H 3.380 4.883 -1.073
H 2.555 3.499 -0.431
H 5.553 3.786 -0.885
H 4.430 2.639 -1.589
H 4.885 2.474 0.103
H 4.074 6.376 2.072
H 4.359 6.473 0.372
H 5.984 4.567 2.151
H 6.408 6.253 1.881
H 6.379 5.143 0.523
C 2.796 -2.160 8.746
C 3.757 -2.527 9.869
N 5.155 -2.580 9.454
C 6.029 -3.191 10.452
C 6.193 -2.473 11.790
C 5.683 -1.378 8.815
C 5.627 -0.071 9.604
H 2.896 -2.840 7.895
H 1.766 -2.227 9.107
H 2.948 -1.137 8.392
H 3.461 -3.517 10.231
H 3.607 -1.830 10.703
H 7.021 -3.349 10.014
H 5.653 -4.201 10.656
H 6.835 -1.595 11.701
H 6.670 -3.141 12.512
H 5.236 -2.164 12.218
H 5.147 -1.229 7.872
H 6.718 -1.558 8.506
H 4.668 0.076 10.108
H 5.766 0.774 8.922
H 6.422 -0.012 10.347
C -6.491 0.766 -6.126
C -7.692 0.719 -7.064
N -7.979 1.990 -7.723
C -9.275 2.008 -8.396
C -9.476 1.063 -9.578
C -6.881 2.594 -8.473
C -6.260 1.776 -9.605
H -6.610 1.549 -5.372
H -6.392 -0.190 -5.603
H -5.556 0.938 -6.664
H -8.558 0.436 -6.458
H -7.539 -0.089 -7.791
H -9.498 3.031 -8.721
H -10.045 1.782 -7.649
H -8.959 1.418 -10.471
H -10.539 1.008 -9.831
H -9.142 0.046 -9.362
H -6.085 2.853 -7.766
H -7.204 3.561 -8.874
H -6.091 0.733 -9.326
H -5.287 2.201 -9.873
H -6.874 1.800 -10.505

---

No. 3
20
Properties=species:S:1:pos:R:3 method="wB97M-V/def2-TZVPD" homo_lumo_gap_ev=9.452 multiplicity=1 smiles="O=C1CCc2ccccc2N1" energy_ev=-13015.7327 homo_ev=-8.6283 relative_energy_ev=1.453
C -2.254 -0.365 0.047
C -1.953 1.153 0.328
C -0.642 1.733 -0.304
C 0.592 0.750 0.032
C 1.946 1.236 -0.012
C 3.016 0.311 -0.023
C 2.629 -1.039 0.138
C 1.324 -1.490 0.021
C 0.264 -0.555 0.051
H -2.832 1.944 0.234
H -1.554 1.247 1.440
H -0.711 1.915 -1.412
H -0.553 2.813 0.117
H 1.943 2.320 -0.034
H 4.113 0.581 0.006
H 3.569 -1.679 0.036
H 1.135 -2.624 -0.071
H -1.003 -2.136 -0.224
N -1.023 -1.066 -0.172
O -3.309 -0.917 -0.069

---

No. 4
45
Properties=species:S:1:pos:R:3 method="wB97M-V/def2-TZVPD" homo_lumo_gap_ev="5.789 / 4.807" multiplicity=1 energy_ev=-28279.6442 homo_ev="-5.7134 / -4.8154" relative_energy_ev=1.267
C -0.452 -1.427 -4.559
C 0.229 -0.224 -4.333
C 0.376 0.281 -3.013
C -0.163 -0.430 -1.938
C -0.886 -1.600 -2.191
C -1.019 -2.120 -3.492
C 1.057 1.600 -2.794
C 0.496 2.423 -1.600
N -0.643 3.201 -1.959
Be -0.073 0.046 -0.202
C -1.677 -2.214 -1.048
P -2.387 -0.965 0.033
H 0.610 0.360 -5.190
H -1.629 -3.012 -3.684
H -0.566 -1.800 -5.582
H -1.068 -2.871 -0.396
H -2.525 -2.816 -1.416
H 2.129 1.443 -2.585
H 1.025 2.211 -3.716
H 0.298 1.764 -0.684
C -2.824 -1.678 1.605
C -3.774 -0.185 -0.787
H 1.269 3.155 -1.302
C -1.794 2.648 -2.620
C -0.847 4.438 -1.250
H 0.785 0.622 1.666
H -2.371 3.502 -3.010
H -1.513 1.980 -3.445
H -2.456 2.082 -1.939
H -1.519 5.070 -1.849
H -1.308 4.280 -0.258
H 0.129 4.929 -1.102
H -4.595 -0.910 -0.856
H -4.111 0.680 -0.200
H -3.524 0.149 -1.802
H -3.659 -2.391 1.477
H -1.951 -2.201 2.024
H -3.126 -0.877 2.296
H -1.411 0.125 0.436
B 2.696 -1.213 3.551
C 1.851 -0.789 2.395
N 1.158 -0.352 1.499
H 1.987 -1.418 4.521
H 3.484 -0.308 3.761
H 3.214 -2.215 3.100

---

No. 5
71
Properties=species:S:1:pos:R:3 method="wB97M-V/def2-TZVPD" homo_lumo_gap_ev=6.578 multiplicity=1 smiles="CCN(CC)C(=S)SCCCC1=CC(=O)C=C([PH2]=O)C1=O.CCOCC.CCOCC" energy_ev=-66137.5386 homo_ev=-8.8887 relative_energy_ev=9.589
C -1.081 -0.235 6.853
C 0.086 0.310 5.787
N 1.307 -0.547 6.034
C 2.165 -0.034 7.171
C 3.030 1.318 6.833
C 2.132 -0.772 4.783
S 2.233 0.432 3.539
S 3.071 -2.425 4.697
C 3.251 -3.004 2.922
C 4.357 -2.180 2.036
C 4.483 -2.648 0.470
C 3.343 -2.032 -0.535
C 1.992 -1.540 -0.153
C 0.897 -0.979 -1.268
O -0.422 -1.081 -0.960
C 1.490 -0.386 -2.677
C 2.869 -0.866 -3.075
P 3.526 -0.127 -4.751
O 2.335 -0.366 -5.808
C 3.735 -1.946 -2.156
O 4.694 -2.699 -2.718
H -2.050 0.418 6.741
H -0.679 -0.319 7.955
H -1.357 -1.325 6.453
H -0.393 0.201 4.724
H 0.306 1.422 6.109
H 1.576 0.125 8.180
H 2.963 -0.892 7.396
H 3.588 1.750 7.794
H 3.912 1.046 6.076
H 2.413 2.200 6.370
H 3.640 -4.131 2.973
H 2.179 -3.080 2.413
H 4.242 -1.016 2.050
H 5.417 -2.408 2.536
H 4.535 -3.821 0.393
H 5.529 -2.224 0.082
H 1.653 -1.535 0.967
H 0.853 0.379 -3.310
H 3.700 1.303 -4.674
H 4.674 -0.832 -5.261
C -2.674 -1.595 -3.120
C -3.768 -1.068 -2.205
O -4.630 -0.124 -2.835
C -5.351 -0.585 -3.975
C -6.267 -1.760 -3.676
H -2.067 -0.767 -3.507
H -2.022 -2.286 -2.577
H -3.084 -2.128 -3.980
H -3.300 -0.551 -1.361
H -4.353 -1.887 -1.777
H -4.657 -0.822 -4.789
H -5.960 0.257 -4.325
H -5.711 -2.634 -3.330
H -6.821 -2.048 -4.574
H -6.984 -1.496 -2.891
C -0.068 3.308 -2.796
C -1.161 3.834 -1.881
O -2.023 4.779 -2.511
C -2.744 4.317 -3.652
C -3.660 3.142 -3.353
H 0.540 4.135 -3.184
H 0.585 2.616 -2.253
H -0.477 2.775 -3.656
H -0.693 4.351 -1.037
H -1.746 3.015 -1.453
H -2.051 4.081 -4.466
H -3.353 5.159 -4.001
H -3.105 2.268 -3.006
H -4.215 2.854 -4.251
H -4.377 3.407 -2.568

---

No. 6
14
Properties=species:S:1:pos:R:3 method="wB97M-V/def2-TZVPD" homo_lumo_gap_ev="10.008 / 3.905" multiplicity=2 s2=0.75 charge=+1 energy_ev=-5308.3326 homo_ev="-14.8226 / -14.7417" relative_energy_ev=1.459
C -1.943 1.510 -0.191
O -0.573 1.634 0.162
H -0.358 2.654 0.118
H -2.103 1.855 -1.190
H -2.451 2.377 0.298
H -2.242 0.486 0.208
C 1.492 -1.480 -0.663
C 0.947 -1.172 0.725
H 0.941 -0.770 -1.340
H 2.563 -1.391 -0.507
H 1.275 -2.475 -1.019
H 1.794 -1.256 1.480
H 0.638 -0.118 0.747
H 0.022 -1.853 1.172

---

No. 7
70
Properties=species:S:1:pos:R:3 method="wB97M-V/def2-TZVPD" homo_lumo_gap_ev=3.782 multiplicity=1 charge=+1 energy_ev=-79485.0938 homo_ev=-10.1685 relative_energy_ev=0.000
Pb 1.394 0.340 -0.786
O 0.866 -0.343 3.849
C 0.054 -1.436 3.868
C -0.323 -1.994 5.090
C -1.164 -3.087 5.144
C -1.652 -3.646 3.969
C -1.281 -3.094 2.759
C -0.429 -1.987 2.675
C -0.078 -1.453 1.329
O 0.936 -0.679 1.204
N -0.880 -1.805 0.352
N -0.516 -1.228 -0.864
C -1.290 -1.563 -1.831
S -2.667 -2.617 -1.558
C -3.113 -2.724 -3.313
C -2.759 -1.404 -3.965
S -1.063 -0.994 -3.470
H 1.075 -0.111 4.761
H 0.060 -1.557 6.006
H -1.434 -3.506 6.105
H -2.298 -4.512 3.998
H -1.628 -3.528 1.831
H -4.181 -2.931 -3.372
H -2.565 -3.547 -3.771
H -3.443 -0.614 -3.654
H -2.765 -1.474 -5.052
O 3.358 -1.651 -4.006
C 2.966 -1.287 -2.919
O 1.791 -0.830 -2.637
C 3.931 -1.366 -1.734
C 5.194 -1.955 -1.931
C 6.061 -2.003 -0.883
C 5.681 -1.471 0.371
C 6.540 -1.488 1.495
C 6.127 -0.966 2.686
C 4.834 -0.414 2.805
C 3.979 -0.383 1.740
C 4.394 -0.905 0.494
N 3.546 -0.865 -0.582
H 5.426 -2.338 -2.913
H 7.045 -2.444 -0.992
H 7.526 -1.924 1.390
H 6.786 -0.981 3.544
H 4.511 -0.018 3.759
H 2.973 -0.004 1.856
C -2.797 5.192 -2.137
Si -1.357 4.080 -1.739
C -0.607 3.337 -3.267
C -0.136 4.904 -0.607
N -1.772 2.617 -0.787
C -2.803 2.065 -0.271
C -2.583 0.837 0.477
C -3.623 0.136 1.017
C -4.912 0.643 0.847
C -5.194 1.843 0.146
C -4.175 2.549 -0.405
H -2.429 6.058 -2.692
H -3.291 5.574 -1.242
H -3.540 4.702 -2.771
H -0.364 4.129 -3.979
H -1.294 2.646 -3.759
H 0.310 2.794 -3.037
H 0.275 5.788 -1.099
H 0.688 4.232 -0.365
H -0.603 5.227 0.325
H -1.567 0.492 0.584
H -3.442 -0.787 1.551
H -5.745 0.093 1.271
H -6.218 2.175 0.055
H -4.348 3.459 -0.963

---

No. 8
10
Properties=species:S:1:pos:R:3 method="wB97M-V/def2-TZVPD" homo_lumo_gap_ev=10.558 multiplicity=1 charge=+1 energy_ev=-8647.1124 homo_ev=-15.8039 relative_energy_ev=1.802
C 1.825 -0.735 -0.017
C -1.706 -0.089 0.002
N 2.084 0.418 0.183
N 0.294 1.328 -0.130
N -0.654 0.755 -0.089
O 1.278 -1.733 -0.179
H -2.575 0.445 0.410
H -1.472 -0.958 0.626
H -1.969 -0.435 -1.007
H 2.895 1.004 0.202